ORCA calculation (wB97M-V/def2-TZVPD) on C5H10NO2 as an isolated structure in a non-equilibrium geometry.

```
18
C5H10NO2 | the OMol25 dataset | wB97M-V/def2-TZVPD
C -2.52 0.32 0.61
N 2.38 0.15 0.24
C 2.12 -1.20 0.65
C 0.03 1.25 -0.33
C 1.37 0.46 -0.72
C -0.09 -0.08 -1.01
O -0.62 -1.14 -0.04
O -0.29 -0.11 -2.35
H -3.24 -0.06 -0.15
H -1.44 -0.52 0.34
H -2.52 1.42 0.56
H 1.67 -1.83 -0.17
H 3.05 -1.70 1.03
H 1.38 -1.21 1.54
H -0.27 2.10 -1.02
H -2.75 0.02 1.64
H -0.13 1.28 0.79
H 1.87 0.86 -1.60
```

Output
* relative energy (zero: lowest compared OMol25 entry of this formula, charge and spin): 211.3 kcal/mol
* frontier orbital gap: 4.98 eV
* LUMO level: 1.80 eV
* total energy: -401.49004 hartree
* 2S+1: 1
* total charge: -1

---

ORCA calculation (wB97M-V/def2-TZVPD) on a 13-piece molecular cluster, H26N2O14 overall in a non-equilibrium geometry.

```
42
H26N2O14 | the OMol25 dataset | wB97M-V/def2-TZVPD
N 2.10 1.09 -2.99
H 1.48 1.34 -3.84
H 2.57 0.16 -3.01
H 1.37 1.16 -2.43
H 2.91 1.73 -2.87
N -0.18 -0.27 0.28
O 0.25 -1.37 0.69
O 0.64 0.63 -0.03
O -1.38 0.06 0.40
O -3.48 1.62 0.50
H -2.49 1.26 0.61
H -3.37 2.45 0.14
O -0.12 -4.79 0.32
H 0.67 -4.30 0.51
H 0.32 -5.60 0.19
O -0.32 3.13 0.07
H 0.05 2.25 0.44
H -0.55 3.47 0.99
O 3.09 2.26 0.35
H 2.23 1.80 0.28
H 3.32 3.04 0.90
O 0.93 3.24 -2.18
H 0.45 3.02 -1.24
H 0.96 4.11 -2.24
O -3.02 0.89 -2.04
H -3.31 0.93 -1.13
H -3.02 1.85 -2.40
O -2.99 -2.11 1.06
H -2.54 -1.46 0.57
H -2.43 -2.91 1.32
O -1.49 -1.01 3.60
H -1.54 -1.34 2.65
H -2.20 -0.47 3.62
O -0.81 -0.51 -3.11
H -0.16 -1.03 -2.52
H -1.35 -0.01 -2.54
O 2.30 -1.18 2.95
H 1.54 -1.00 2.31
H 3.06 -1.09 2.40
O 1.92 -3.84 2.16
H 2.56 -4.25 2.76
H 2.01 -2.97 2.51
```

Output
* relative energy (zero: lowest compared OMol25 entry of this formula, charge and spin): 17.8 kcal/mol
* frontier orbital gap: 9.38 eV
* LUMO level: -0.80 eV
* total energy: -1178.23994 hartree
* 2S+1: 1

---

ORCA calculation (wB97M-V/def2-TZVPD) on a 4-piece molecular cluster, C14H30NO6S overall in a non-equilibrium geometry.

```
52
C14H30NO6S | the OMol25 dataset | wB97M-V/def2-TZVPD
C 4.07 1.50 -3.75
N 3.40 2.80 -3.36
C 2.05 2.99 -4.01
S 0.95 1.46 -3.98
O 1.35 0.39 -5.07
O 0.81 0.82 -2.55
O -0.63 2.02 -4.47
H 4.07 1.44 -4.94
H 3.59 0.54 -3.25
H 5.18 1.55 -3.34
H 4.02 3.55 -3.78
H 2.21 3.44 -5.09
H 1.44 3.83 -3.41
C 0.62 1.09 2.55
C -0.02 0.23 1.49
C 1.09 0.11 0.47
O 2.33 0.17 1.20
C 2.05 0.59 2.54
H 0.14 1.00 3.53
H 0.58 2.14 2.25
H -0.27 -0.75 1.90
H -0.94 0.66 1.07
H 1.08 0.94 -0.24
H 1.04 -0.83 -0.09
H 2.17 -0.27 3.20
H 2.76 1.37 2.84
C -0.81 -0.90 7.89
C -1.00 -2.05 6.94
C -1.36 -1.35 5.65
O -0.70 -0.08 5.68
C -0.19 0.15 7.00
H -0.20 -1.14 8.76
H -1.79 -0.55 8.25
H -0.05 -2.59 6.82
H -1.76 -2.77 7.26
H -2.44 -1.16 5.59
H -1.05 -1.91 4.77
H 0.90 0.04 6.96
H -0.43 1.17 7.32
C -2.21 -0.57 -4.44
C -2.81 -1.69 -3.63
C -3.59 -2.45 -4.68
O -2.90 -2.28 -5.92
C -1.91 -1.25 -5.76
H -1.32 -0.13 -3.98
H -2.95 0.22 -4.58
H -2.01 -2.33 -3.23
H -3.42 -1.35 -2.80
H -4.60 -2.04 -4.79
H -3.68 -3.52 -4.45
H -0.93 -1.73 -5.75
H -1.95 -0.56 -6.60
```

Output
* relative energy (zero: lowest compared OMol25 entry of this formula, charge and spin): 0.0 kcal/mol
* frontier orbital gap: 7.24 eV
* LUMO level: 2.28 eV
* total energy: -1455.71052 hartree
* 2S+1: 1
* total charge: -1

---

ORCA calculation (wB97M-V/def2-TZVPD) on one molecule with the formula C3H3N3O in a non-equilibrium geometry.

```
10
C3H3N3O | the OMol25 dataset | wB97M-V/def2-TZVPD
N -3.33 -0.25 -0.12
C -2.18 -0.06 -0.04
C -0.71 -0.12 0.20
N -0.03 0.92 0.02
N 1.35 0.90 0.04
C 2.18 -0.15 -0.15
O 1.71 -1.24 0.03
H -0.26 -1.03 0.43
H 1.62 1.80 0.08
H 3.25 0.05 -0.40
```

Output
* relative energy (zero: lowest compared OMol25 entry of this formula, charge and spin): 54.2 kcal/mol
* frontier orbital gap: 10.18 eV
* LUMO level: -0.05 eV
* total energy: -355.55346 hartree
* 2S+1: 1

---

ORCA calculation (wB97M-V/def2-TZVPD) on a 2-piece molecular cluster, C4H8Se overall.

```
13
C4H8Se | the OMol25 dataset | wB97M-V/def2-TZVPD
C -1.20 0.66 -1.00
C 0.05 1.47 -0.81
C 0.10 -0.03 -0.74
C 1.43 -1.97 1.98
Se 0.25 -1.70 3.27
H -1.94 0.67 -0.21
H -1.63 0.60 -1.99
H 0.47 1.95 -1.68
H 0.16 2.03 0.10
H 0.57 -0.56 -1.56
H 0.26 -0.50 0.22
H 2.18 -1.17 2.03
H -0.59 -2.88 2.95
```

Output
* relative energy (zero: lowest compared OMol25 entry of this formula, charge and spin): 88.7 kcal/mol
* frontier orbital gap: 8.50 eV
* LUMO level: -0.35 eV
* total energy: -2558.46533 hartree
* 2S+1: 1

---

ORCA calculation (wB97M-V/def2-TZVPD) on a 16-piece molecular cluster, C20H72N8O16 overall in a non-equilibrium geometry.

```
116
C20H72N8O16 | the OMol25 dataset | wB97M-V/def2-TZVPD
C 0.28 0.51 -6.34
C -0.52 1.09 -5.16
O 0.16 0.88 -3.95
H -0.40 0.47 -7.19
H 0.52 -0.56 -6.17
H 1.16 1.09 -6.61
H -1.48 0.59 -5.09
H -0.75 2.13 -5.19
H -0.16 1.43 -3.24
C 0.54 -3.06 3.78
C -0.22 -4.12 4.62
O 0.66 -4.96 5.28
H 1.28 -2.50 4.27
H -0.10 -2.41 3.36
H 1.20 -3.50 2.98
H -0.83 -4.74 3.90
H -0.96 -3.64 5.29
H 1.07 -5.69 4.76
C 2.92 -1.13 -1.33
C 2.97 0.32 -1.80
O 4.37 0.82 -1.83
H 1.92 -1.57 -1.28
H 3.43 -1.24 -0.34
H 3.45 -1.71 -2.14
H 2.35 0.96 -1.14
H 2.61 0.28 -2.80
H 4.66 1.08 -0.92
C -1.28 -4.17 1.11
C -2.18 -3.70 0.05
O -3.34 -4.44 -0.19
H -0.96 -5.10 0.79
H -1.71 -4.37 2.05
H -0.37 -3.64 1.40
H -1.68 -3.59 -0.92
H -2.52 -2.72 0.37
H -3.85 -3.97 -0.86
C 0.07 0.39 0.38
O 0.44 1.58 0.92
N 0.18 -0.76 0.99
N -0.52 0.41 -0.79
H 0.50 -0.75 1.95
H 0.07 -1.73 0.61
H -0.67 1.32 -1.20
H -0.64 -0.48 -1.29
C 3.09 -4.07 0.32
O 1.71 -4.04 0.08
N 3.58 -4.40 1.51
N 4.06 -4.07 -0.60
H 2.94 -4.42 2.30
H 4.58 -4.36 1.79
H 3.77 -3.66 -1.51
H 5.05 -4.27 -0.47
C -4.08 2.99 -0.52
O -2.87 2.49 -0.86
N -4.84 3.65 -1.31
N -4.56 3.01 0.70
H -4.68 3.43 -2.30
H -5.86 4.00 -1.18
H -3.92 2.67 1.39
H -5.16 3.81 0.99
C 0.19 -2.54 -2.98
O -0.54 -1.90 -2.02
N 0.42 -1.93 -4.11
N 0.54 -3.81 -3.09
H 0.27 -0.90 -4.10
H 0.93 -2.29 -4.94
H 0.34 -4.47 -2.33
H 1.43 -4.14 -3.62
C -0.89 0.55 4.23
O 0.36 0.15 3.68
H -1.45 1.19 3.55
H -0.73 1.28 5.08
H -1.50 -0.31 4.50
H 1.01 0.87 3.93
C 3.08 -0.88 2.62
O 4.50 -0.86 2.44
H 2.57 -1.77 2.39
H 2.68 -0.06 2.12
H 2.85 -0.71 3.68
H 4.85 -0.46 3.17
C -1.46 5.27 0.18
O -1.33 3.99 0.68
H -2.46 5.27 -0.21
H -0.73 5.52 -0.60
H -1.44 6.01 0.95
H -1.90 3.40 0.25
C -3.29 -0.18 -2.78
O -4.38 0.49 -2.16
H -2.40 0.48 -2.83
H -3.55 -0.43 -3.74
H -2.93 -0.99 -2.24
H -4.01 0.68 -1.30
C -3.11 0.13 1.61
O -3.04 -0.15 0.26
H -4.12 0.30 2.04
H -2.49 1.02 1.64
H -2.56 -0.67 2.16
H -2.08 -0.15 0.10
C 3.14 3.82 0.20
O 2.95 2.71 0.96
H 3.17 3.52 -0.81
H 4.01 4.36 0.44
H 2.27 4.50 0.24
H 2.00 2.48 1.03
C 0.80 3.31 -2.14
O -0.43 2.75 -2.16
H 1.48 2.51 -2.13
H 0.85 3.81 -1.23
H 0.91 4.06 -2.87
H -1.05 3.35 -1.80
C 0.34 3.86 3.74
O 0.60 4.64 2.63
H -0.66 4.00 4.08
H 0.98 4.19 4.57
H 0.63 2.83 3.57
H -0.10 4.44 1.99
```

Output
* relative energy (zero: lowest compared OMol25 entry of this formula, charge and spin): 0.0 kcal/mol
* frontier orbital gap: 8.88 eV
* LUMO level: 0.21 eV
* total energy: -2446.87894 hartree
* 2S+1: 1

---

ORCA calculation (wB97M-V/def2-TZVPD) on C22H42IrNP3S as an isolated structure in a non-equilibrium geometry.

```
70
C22H42IrNP3S | the OMol25 dataset | wB97M-V/def2-TZVPD
Ir 0.25 0.16 0.65
P -0.53 1.95 1.87
P -2.18 -0.31 0.16
P 2.32 1.23 0.38
H 0.85 -1.67 -6.01
C 1.82 -1.73 -5.49
C 2.02 -2.71 -4.57
H 1.24 -3.49 -4.53
C -1.10 3.40 0.93
C -1.89 1.56 3.02
C 0.59 2.74 3.08
C -2.55 -1.68 -0.96
C -3.17 -0.84 1.60
C -3.05 1.14 -0.55
C 3.48 0.45 -0.80
C 3.29 1.17 1.96
C 2.23 3.00 -0.17
H 2.57 -1.07 -5.94
H 2.99 -2.96 -4.06
H -1.52 4.13 1.64
H -1.88 3.14 0.22
H -0.27 3.88 0.40
H -2.01 2.40 3.72
H -1.66 0.66 3.61
H -2.85 1.42 2.51
H -0.01 3.45 3.68
H 1.39 3.31 2.60
H 1.01 2.01 3.78
H -3.60 -2.00 -0.85
H -1.89 -2.52 -0.71
H -2.35 -1.38 -2.00
H -3.98 -0.13 1.81
H -2.53 -0.96 2.48
H -3.61 -1.82 1.37
H -3.93 0.79 -1.12
H -2.39 1.69 -1.23
H -3.39 1.81 0.25
H 4.44 0.98 -0.87
H 3.01 0.43 -1.80
H 3.67 -0.59 -0.48
H 4.35 1.39 1.78
H 3.21 0.16 2.38
H 2.89 1.88 2.69
H 3.17 3.32 -0.64
H 2.00 3.68 0.67
H 1.42 3.09 -0.92
C 0.38 -1.09 -2.59
C 0.41 0.18 -3.19
C -0.59 0.48 -4.12
C -1.25 -0.55 -4.78
C -1.10 -1.87 -4.33
C -0.28 -2.16 -3.24
S 1.07 -1.44 -1.04
H -0.58 0.03 -0.83
H 1.18 0.89 -2.89
H -0.83 1.54 -4.34
H -1.86 -0.34 -5.65
H -1.58 -2.70 -4.86
H -0.04 -3.17 -2.87
C 0.29 -2.93 4.55
C 0.91 -1.67 4.56
C 0.88 -0.88 3.42
N 0.26 -1.27 2.28
C -0.25 -2.52 2.21
C -0.30 -3.35 3.35
H 0.24 -3.53 5.46
H 1.37 -1.21 5.44
H 1.33 0.12 3.42
H -0.65 -2.86 1.25
H -0.86 -4.29 3.24
```

Output
* relative energy (zero: lowest compared OMol25 entry of this formula, charge and spin): 18.2 kcal/mol
* frontier orbital gap (alpha / beta): 6.05 / 4.86 eV
* LUMO level (alpha / beta): -8.40 / -12.41 eV
* total energy: -2443.68349 hartree
* 2S+1: 5
* total charge: +3

---

ORCA calculation (wB97M-V/def2-TZVPD) on one molecule with the formula C12H18N4OS in a non-equilibrium geometry.

```
36
C12H18N4OS | the OMol25 dataset | wB97M-V/def2-TZVPD
C -2.53 3.20 0.32
C -2.00 1.85 -0.09
N -2.28 0.88 1.00
N -1.89 -0.50 0.77
C -0.80 -1.15 1.37
S 0.00 -0.35 2.57
N -0.29 -2.36 0.85
C 0.93 -3.02 1.41
C 2.18 -2.59 0.68
O 2.01 -2.79 -0.73
C 0.85 -2.17 -1.30
C -0.42 -2.63 -0.61
C -0.51 1.89 -0.54
C 0.49 2.32 0.34
C 1.82 2.30 -0.07
C 2.10 1.98 -1.42
C 0.99 1.67 -2.28
N -0.25 1.60 -1.82
H -2.36 3.99 -0.46
H -3.58 3.13 0.45
H -2.03 3.53 1.25
H -2.55 1.48 -1.00
H -1.82 1.22 1.87
H -2.47 -1.07 0.13
H 0.86 -4.10 1.37
H 1.04 -2.79 2.51
H 2.35 -1.54 0.87
H 3.04 -3.15 1.07
H 0.95 -1.10 -1.14
H 0.78 -2.36 -2.35
H -0.52 -3.70 -0.81
H -1.27 -2.14 -1.08
H 0.24 2.51 1.34
H 2.61 2.57 0.63
H 3.15 1.94 -1.74
H 1.18 1.45 -3.35
```

Output
* frontier orbital gap: 8.96 eV
* LUMO level: 0.80 eV
* total energy: -1160.45171 hartree
* 2S+1: 1

---

ORCA calculation (wB97M-V/def2-TZVPD) on one molecule with the formula C4H3BrFN in a non-equilibrium geometry.

```
10
C4H3BrFN | the OMol25 dataset | wB97M-V/def2-TZVPD
C 1.16 -1.56 0.25
C -0.29 0.04 -0.75
C -0.03 0.89 1.54
C -0.37 1.08 0.12
N 0.06 -1.23 -0.40
F 0.30 2.04 2.13
Br -1.04 2.81 -0.51
H 1.28 -2.64 0.35
H -0.52 0.33 -1.71
H -0.55 -1.77 -1.01
```

Output
* relative energy (zero: lowest compared OMol25 entry of this formula, charge and spin): 124.7 kcal/mol
* frontier orbital gap: 7.71 eV
* LUMO level: -0.99 eV
* total energy: -2882.62044 hartree
* 2S+1: 1

---

ORCA calculation (wB97M-V/def2-TZVPD) on C30H28F6N5OPSSbTa as an isolated structure in a non-equilibrium geometry.

```
74
C30H28F6N5OPSSbTa | the OMol25 dataset | wB97M-V/def2-TZVPD
Ta -1.21 0.16 -0.73
C -2.14 1.11 5.83
C -0.78 0.87 5.69
C -0.27 0.42 4.48
C -1.15 0.17 3.42
C -2.52 0.44 3.56
C -3.01 0.90 4.77
P -0.59 -0.66 1.92
C 1.19 -0.95 2.06
C 1.73 -2.24 2.07
C 3.08 -2.42 2.33
C 3.90 -1.32 2.55
C 3.37 -0.03 2.52
C 2.03 0.16 2.26
C -1.54 -2.20 1.85
C -1.89 -2.82 3.04
C -2.62 -4.01 3.02
C -3.03 -4.54 1.83
C -2.67 -3.96 0.59
C -3.07 -4.53 -0.63
C -2.71 -3.96 -1.82
C -1.94 -2.78 -1.82
C -1.61 -2.14 -0.65
C -1.91 -2.74 0.59
H -2.53 1.47 6.78
H -0.11 1.02 6.52
H 0.78 0.23 4.38
H -3.20 0.29 2.73
H -4.06 1.10 4.88
H 1.08 -3.09 1.90
H 3.49 -3.42 2.36
H 4.95 -1.46 2.75
H 4.02 0.81 2.69
H 1.61 1.16 2.22
H -1.59 -2.40 3.99
H -2.87 -4.50 3.96
H -3.67 -5.42 1.81
H -3.65 -5.44 -0.62
H -3.00 -4.39 -2.76
H -1.64 -2.39 -2.79
F -3.23 0.25 -0.70
Sb -3.62 2.47 -0.37
F -2.04 2.43 -1.67
F -4.73 2.23 -1.88
F -4.69 1.81 1.04
F -3.19 4.27 -0.05
F -2.04 1.97 0.86
C 1.06 4.48 -3.18
C 0.76 3.56 -4.36
N 0.09 2.34 -3.92
C 0.48 1.10 -3.77
S -0.78 -0.05 -3.25
N 1.66 0.56 -4.01
C 2.89 1.13 -4.55
C 3.99 0.09 -4.54
H 1.49 5.40 -3.57
H 1.79 4.03 -2.50
H 0.16 4.73 -2.64
H 1.67 3.33 -4.91
H 0.07 4.07 -5.04
H -0.88 2.51 -3.68
H 1.70 -0.45 -3.89
H 3.18 2.00 -3.94
H 2.73 1.46 -5.58
H 4.22 -0.24 -3.53
H 4.89 0.52 -4.97
H 3.73 -0.77 -5.15
O 0.42 0.85 -0.68
N 1.38 1.76 -0.80
C 2.61 1.37 -0.80
C 2.93 -0.02 -0.72
N 3.00 -1.16 -0.70
C 3.64 2.35 -0.96
N 4.46 3.12 -1.11
```

Output
* relative energy (zero: lowest compared OMol25 entry of this formula, charge and spin): 0.0 kcal/mol
* frontier orbital gap (alpha / beta): 6.18 / 4.52 eV
* LUMO level (alpha / beta): -10.59 / -12.27 eV
* total energy: -3144.06849 hartree
* 2S+1: 2
* total charge: +3